A.
C12H16O2 | the ωB97M-V functional and the def2-TZVPD basis

Output
- molar mass (g/mol) = 192.3
- LUMO energy (eV) = 0.8
- orbital gap (eV) = 9.33
- E_HOMO (eV) = -8.511

Structure (ORCA input):
```
! wB97M-V def2-TZVPD RIJCOSX def2/J DEFGRID3
* xyz 0 1
C 3.390 -0.707 0.833
C 2.530 -0.138 0.280
C -1.347 -3.152 -0.518
C -1.362 -1.877 -0.885
C -1.532 0.295 0.483
C 0.427 -0.093 -1.107
C -0.609 -0.784 -0.156
C -0.837 1.400 1.272
C 1.539 0.664 -0.369
C 0.607 1.783 1.100
C -2.060 -1.455 -2.117
C 1.488 2.315 2.184
O -0.440 2.556 0.547
O 2.038 1.648 -1.158
H 4.008 -1.463 1.333
H -1.979 -3.798 -1.066
H -0.702 -3.445 0.252
H -2.047 0.792 -0.353
H -2.219 -0.311 1.000
H 1.071 -0.890 -1.550
H -0.228 0.597 -1.704
H 0.013 -1.322 0.606
H -1.420 1.535 2.180
H -1.976 -0.340 -2.166
H -1.626 -1.818 -3.081
H -3.110 -1.732 -2.315
H 1.736 1.421 2.848
H 0.821 3.003 2.839
H 2.381 2.896 1.876
H 1.445 2.419 -1.090
*
```

Results of the Löwdin charge analysis, in e, for atoms 1 through 8: atom 1 (C): 0.1400, atom 2 (C): -0.0907, atom 3 (C): 0.0664, atom 4 (C): -0.3566, atom 5 (C): -0.0801, atom 6 (C): -0.0736, atom 7 (C): -0.2782, atom 8 (C): -0.2159

***

B.
C12H16O2 | the ωB97M-V functional and the def2-TZVPD basis

Output
- molar mass (g/mol) = 192.3
- LUMO energy (eV) = 0.8
- orbital gap (eV) = 9.63
- E_HOMO (eV) = -8.874

Structure (ORCA input):
```
! wB97M-V def2-TZVPD RIJCOSX def2/J DEFGRID3
* xyz 0 1
C -2.742 1.843 -0.388
C -1.700 2.685 0.392
C -0.433 1.690 0.770
C 1.608 0.641 0.057
C 2.969 0.963 -0.487
C 4.177 0.281 -0.540
C 4.015 -1.007 0.114
C 2.763 -1.453 0.454
C 1.580 -0.720 0.253
C -0.703 -1.747 -0.262
C -2.003 -2.099 0.312
C -3.145 -2.786 -0.451
H -2.056 1.145 -1.075
H -3.417 2.626 -0.808
H -3.468 1.238 0.199
H -2.033 2.918 1.332
H -1.363 3.499 -0.441
H 0.448 2.158 1.496
H -0.709 0.679 1.011
H 3.179 2.086 -0.843
H 5.084 0.660 -0.741
H 5.004 -1.502 0.526
H 2.588 -2.569 0.736
H -0.927 -0.861 -0.749
H -0.167 -2.404 -0.994
H -2.037 -1.986 1.715
H -3.268 -2.874 -1.867
H -4.074 -3.114 0.071
O 0.474 1.415 -0.347
O 0.356 -1.404 0.555
*
```

Results of the Löwdin charge analysis, in e, for atoms 1 through 8: atom 1 (C): -0.1408, atom 2 (C): -0.1890, atom 3 (C): -0.1461, atom 4 (C): -0.1613, atom 5 (C): -0.0115, atom 6 (C): -0.0757, atom 7 (C): -0.0939, atom 8 (C): -0.0505

***

Stability verdict: A, ahead by 0.1289 hartree

***

A.
C18H19NO2 | the ωB97M-V functional and the def2-TZVPD basis

Output
- molar mass (g/mol) = 281.4
- LUMO energy (eV) = -2.1
- orbital gap (eV) = 5.34
- E_HOMO (eV) = -7.466

Structure (ORCA input):
```
! wB97M-V def2-TZVPD RIJCOSX def2/J DEFGRID3
* xyz 0 1
C 1.049 -3.724 -0.476
C 0.046 -2.586 -0.375
N -1.226 -2.959 -0.547
C -2.398 -2.317 -0.459
C -3.581 -3.273 -0.475
O -2.631 -1.098 -0.385
O 0.495 -1.452 -0.146
H 0.562 -4.701 -0.512
H 1.654 -3.596 -1.382
H 1.719 -3.679 0.390
H -3.237 -4.310 -0.475
H -4.207 -3.100 0.406
H -4.188 -3.099 -1.371
C 1.516 1.765 4.854
C 0.985 1.700 3.457
C -0.381 1.450 3.245
C -0.868 1.269 1.969
C -0.008 1.397 0.832
C -0.525 1.007 -0.413
C 0.056 1.162 -1.695
C -0.839 1.385 -2.775
C -0.363 1.583 -4.061
C 1.020 1.576 -4.311
C 1.917 1.315 -3.262
C 1.447 1.052 -1.981
C 1.325 1.860 1.058
C 1.817 1.926 2.350
H 2.610 1.780 4.862
H 1.165 2.675 5.353
H 1.173 0.917 5.460
H -1.040 1.366 4.111
H -1.907 0.987 1.794
H -1.516 0.561 -0.386
H -1.908 1.391 -2.550
H -1.070 1.736 -4.877
H 1.393 1.757 -5.321
H 2.992 1.307 -3.451
H 2.120 0.717 -1.191
H 1.962 2.108 0.210
H 2.871 2.145 2.525
*
```

Results of the Löwdin charge analysis, in e, for atoms 1 through 8: atom 1 (C): -0.0361, atom 2 (C): -0.5489, atom 3 (N): 0.1058, atom 4 (C): -0.5558, atom 5 (C): -0.0415, atom 6 (O): -0.0380, atom 7 (O): 0.0029, atom 8 (H): 0.0651

***

B.
C18H19NO2 | the ωB97M-V functional and the def2-TZVPD basis

Output
- molar mass (g/mol) = 281.4
- SMILES = O=C([C@H]1CCCO1)N(Cc1ccccc1)c1ccccc1
- LUMO energy (eV) = 0.8
- orbital gap (eV) = 9.61
- E_HOMO (eV) = -8.802

Structure (ORCA input):
```
! wB97M-V def2-TZVPD RIJCOSX def2/J DEFGRID3
* xyz 0 1
O -1.186 -1.022 1.965
C -0.880 0.022 1.420
N 0.112 0.089 0.506
C 0.791 -1.114 0.147
C 2.160 -1.217 0.345
C 2.827 -2.368 -0.036
C 2.131 -3.418 -0.609
C 0.763 -3.317 -0.797
C 0.091 -2.167 -0.424
H -0.975 -2.082 -0.566
H 0.216 -4.136 -1.240
H 2.654 -4.315 -0.905
H 3.893 -2.446 0.121
H 2.701 -0.404 0.806
C 0.497 1.247 -0.288
C 0.280 0.936 -1.747
C -1.012 0.796 -2.241
C -1.226 0.451 -3.562
C -0.149 0.240 -4.407
C 1.140 0.375 -3.923
C 1.353 0.717 -2.599
H 2.361 0.814 -2.224
H 1.984 0.208 -4.577
H -0.315 -0.031 -5.439
H -2.234 0.346 -3.935
H -1.853 0.955 -1.581
H -0.087 2.111 0.022
H 1.553 1.470 -0.106
C -1.604 1.343 1.763
C -2.489 1.157 2.994
H -2.885 0.146 3.043
C -1.502 1.459 4.118
H -1.984 1.778 5.039
C -0.647 2.565 3.500
H 0.394 2.536 3.832
H -1.060 3.558 3.720
O -0.680 2.375 2.091
H -0.896 0.575 4.317
H -3.306 1.879 2.986
H -2.178 1.665 0.884
*
```

Results of the Löwdin charge analysis, in e, for atoms 1 through 8: atom 1 (O): 0.0815, atom 2 (C): -0.3781, atom 3 (N): 0.0184, atom 4 (C): -0.2181, atom 5 (C): -0.0157, atom 6 (C): -0.0810, atom 7 (C): -0.0906, atom 8 (C): -0.0687

***

Stability verdict: B, ahead by 0.0802 hartree

***

A.
C2H10NS | the ωB97M-V functional and the def2-TZVPD basis

Output
- molar mass (g/mol) = 80.2
- LUMO energy (spin up / spin down) (eV) = -8.6 / -13.0
- orbital gap (spin up / spin down) (eV) = 12.34 / 8.03
- <S²> = 0.7533
- E_HOMO (spin up / spin down) (eV) = -20.965 / -21.058

Structure (ORCA input):
```
! wB97M-V def2-TZVPD RIJCOSX def2/J DEFGRID3
* xyz 2 2
N 2.560 0.219 0.284
H 2.617 1.177 0.645
H 3.155 0.219 -0.554
H 1.597 -0.155 0.240
H 2.997 -0.452 0.938
C -1.321 0.945 -0.465
C -1.588 -0.396 0.215
S -0.496 -1.801 -0.132
H -0.510 1.505 -0.007
H -1.119 0.847 -1.525
H -2.202 1.579 -0.374
H -2.570 -0.725 -0.121
H -1.635 -0.296 1.311
H -1.486 -2.665 -0.456
*
```

Results of the Löwdin charge analysis, in e, for atoms 1 through 8: atom 1 (N): 0.3322, atom 2 (H): 0.1723, atom 3 (H): 0.1778, atom 4 (H): 0.0878, atom 5 (H): 0.1758, atom 6 (C): -0.1055, atom 7 (C): -0.4856, atom 8 (S): 1.1518

***

B.
C2H10NS | the ωB97M-V functional and the def2-TZVPD basis

Output
- molar mass (g/mol) = 80.2
- LUMO energy (spin up / spin down) (eV) = -8.4 / -13.5
- orbital gap (spin up / spin down) (eV) = 12.42 / 7.22
- <S²> = 0.7533
- E_HOMO (spin up / spin down) (eV) = -20.793 / -20.690

Structure (ORCA input):
```
! wB97M-V def2-TZVPD RIJCOSX def2/J DEFGRID3
* xyz 2 2
N -1.881 -1.633 1.328
H -2.551 -0.857 1.411
H -2.277 -2.284 0.648
H -1.587 -1.832 2.290
H -1.035 -1.200 0.896
C 1.659 0.694 -1.604
C 1.056 0.729 -0.207
S -0.797 0.985 -0.246
H 1.343 -0.180 -2.161
H 1.661 1.657 -2.105
H 2.732 0.511 -1.472
H 1.444 1.586 0.338
H 1.129 -0.238 0.299
H -0.897 2.062 0.585
*
```

Results of the Löwdin charge analysis, in e, for atoms 1 through 8: atom 1 (N): 0.3166, atom 2 (H): 0.1506, atom 3 (H): 0.1778, atom 4 (H): 0.1807, atom 5 (H): 0.0801, atom 6 (C): -0.1023, atom 7 (C): -0.4251, atom 8 (S): 1.1214

***

Stability verdict: A, ahead by 0.0170 hartree

***

A.
CH3NO2P | the ωB97M-V functional and the def2-TZVPD basis

Output
- molar mass (g/mol) = 92.0
- LUMO energy (eV) = 4.3
- orbital gap (eV) = 7.21
- E_HOMO (eV) = -2.958

Structure (ORCA input):
```
! wB97M-V def2-TZVPD RIJCOSX def2/J DEFGRID3
* xyz -1 1
C 1.611 0.348 0.412
N 1.992 -0.660 -0.121
O 1.697 1.432 0.751
O -0.524 -0.131 0.532
P -2.047 0.001 0.222
H 1.615 -1.569 -0.141
H -2.107 -0.713 -1.188
H -2.237 1.292 -0.466
*
```

Löwdin analysis output, partial charges in e: atom 1 (C): -0.5592, atom 2 (N): 0.1397, atom 3 (O): 0.1245, atom 4 (O): -0.7928, atom 5 (P): 0.4043, atom 6 (H): 0.0384, atom 7 (H): -0.1588, atom 8 (H): -0.1963

***

B.
CH3NO2P | the ωB97M-V functional and the def2-TZVPD basis

Output
- molar mass (g/mol) = 92.0
- LUMO energy (eV) = 3.8
- orbital gap (eV) = 6.31
- E_HOMO (eV) = -2.555

Structure (ORCA input):
```
! wB97M-V def2-TZVPD RIJCOSX def2/J DEFGRID3
* xyz -1 1
C -0.406 -1.959 0.148
N -0.298 2.032 0.332
O 0.380 -2.634 -0.415
O -1.303 -1.590 0.751
P 0.372 0.681 -0.092
H -1.251 1.854 0.760
H 1.733 1.024 0.114
H 0.775 0.591 -1.599
*
```

Löwdin analysis output, partial charges in e: atom 1 (C): -0.6342, atom 2 (N): -0.5425, atom 3 (O): 0.0878, atom 4 (O): 0.0933, atom 5 (P): 0.4086, atom 6 (H): -0.1002, atom 7 (H): -0.1640, atom 8 (H): -0.1489

***

Stability verdict: A, ahead by 0.0190 hartree